(1)
Entry from OMol25: 2 unconnected molecules or ions with the total composition C3H6O3 (wB97M-V/def2-TZVPD).

The geometry in XYZ format:
```
12
Properties=species:S:1:pos:R:3:forces:R:3:nbo_charge:R:1
O -1.483 -0.335 -0.881 -0.1 0.0 0.3 -0.69
C -0.263 0.206 -1.205 0.2 0.1 -0.2 0.09
C 0.371 1.379 -0.519 0.0 0.3 -0.1 0.01
O 0.484 0.788 0.784 0.0 0.1 0.1 -0.52
C 0.978 0.084 -0.373 0.3 -0.2 -0.1 -0.02
H -1.522 -0.435 0.087 0.0 -0.1 -0.1 0.50
H -0.090 0.165 -2.281 0.0 0.0 0.2 0.20
H 0.773 2.358 -0.736 -0.1 -0.1 0.0 0.22
H 1.997 -0.268 -0.438 -0.1 0.1 0.0 0.22
O -0.776 -1.340 2.008 0.0 -0.1 -0.1 -0.96
H -0.206 -0.558 1.960 -0.1 0.0 0.0 0.49
H -0.264 -2.043 1.595 -0.1 0.0 0.1 0.47
```
Positions in Å, forces in eV/Å.

Calculated values
SMILES	O[C@H]1[C@H]2O[C@@H]12.O
net charge	0
lowest unoccupied orbital energy	0.0312	hartree
HOMO energy	-9.8	eV

***

(2)
Entry from OMol25: a molecular structure, C8H16Br4O4Sr (wB97M-V/def2-TZVPD).

The geometry in XYZ format:
```
33
Properties=species:S:1:pos:R:3:forces:R:3:lowdin_charge:R:1
Sr 0.568 1.109 -0.753 -2.5 1.0 2.3 1.08
O -3.111 -2.677 0.356 0.0 -0.3 0.4 -0.33
C -2.166 -3.032 -0.497 -1.0 0.3 -0.3 -0.60
C -0.842 -2.264 -0.449 1.0 -0.3 0.7 -0.50
O -0.823 -0.919 -0.569 0.7 1.2 -0.8 -0.47
H -2.558 -2.923 -1.578 0.3 -0.1 -0.2 0.07
H -1.826 -4.120 -0.433 0.1 -0.1 -0.1 0.06
H -0.192 -2.744 -1.235 -0.2 -0.4 0.2 0.04
H -0.359 -2.579 0.514 -0.1 0.0 0.0 0.09
O 1.097 3.504 -0.395 -0.6 -1.2 0.2 -0.54
C 0.126 4.179 0.368 1.4 0.5 -0.8 -0.45
C -0.886 3.381 1.251 -0.7 -0.3 -0.1 -0.48
O -1.023 2.030 1.055 1.3 0.2 -0.9 -0.45
H -0.458 4.818 -0.332 -0.1 0.0 0.2 0.07
H 0.694 4.893 1.014 -0.5 0.0 0.2 0.07
H -1.857 3.896 1.029 0.1 0.0 0.4 0.08
H -0.671 3.599 2.335 0.1 0.2 -0.1 0.07
Br 0.700 0.040 -3.389 0.2 -0.2 -1.5 0.66
C -0.137 -1.697 -3.565 -0.4 -0.7 -0.5 -0.65
C 0.846 -2.806 -3.265 -0.7 0.3 0.3 -0.71
Br 2.068 -3.094 -4.765 0.3 0.0 0.0 0.54
H -0.478 -1.775 -4.597 0.2 0.2 0.0 0.05
H -1.027 -1.724 -2.934 0.3 0.2 0.6 0.05
H 0.308 -3.739 -3.130 0.0 0.0 -0.1 0.06
H 1.380 -2.598 -2.346 0.4 -0.1 -0.2 0.05
Br -0.519 -0.285 3.296 0.1 0.0 0.3 0.67
C 0.688 1.215 3.557 -0.5 0.0 0.0 -0.69
C 2.111 0.830 3.273 -0.7 0.5 0.1 -0.66
Br 2.277 0.241 1.456 1.0 -0.8 0.0 0.67
H 0.617 1.554 4.591 -0.1 -0.1 0.0 0.06
H 0.303 1.983 2.887 0.1 -0.1 -0.2 0.01
H 2.404 -0.004 3.899 0.3 0.0 0.0 0.05
H 2.747 1.708 3.350 0.2 -0.1 0.2 0.06
```
Positions in Å, forces in eV/Å.

Calculated values
net charge	-2
lowest unoccupied orbital energy	0.1435	hartree
HOMO energy	0.5	eV

***

(3)
Entry from OMol25: a single C4H6N4 molecule (wB97M-V/def2-TZVPD).

The geometry in XYZ format:
```
14
Properties=species:S:1:pos:R:3:forces:R:3:nbo_charge:R:1
H -3.035 0.304 0.302 1.8 -1.2 0.7 0.35
N -2.422 -0.573 0.355 3.4 -0.2 -1.5 -0.75
C -1.050 -0.525 0.270 -4.9 2.7 1.4 0.43
C -0.186 -1.563 -0.197 -1.7 2.7 0.6 -0.40
C 1.111 -1.188 -0.393 -3.7 -7.4 -0.5 0.13
N 1.764 -0.125 -0.387 3.8 4.4 0.4 -0.57
C 1.422 1.105 -0.404 1.9 2.0 -1.2 0.35
N 0.199 1.601 -0.103 2.0 -3.0 0.0 -0.46
N -0.442 0.769 0.907 -5.8 0.4 -1.3 -0.49
H -0.828 -2.346 -0.588 1.1 -0.8 0.2 0.26
H 1.619 -2.093 -0.694 1.1 0.0 -0.3 0.17
H 2.367 1.749 -0.795 -2.9 -0.5 1.0 0.20
H -0.011 2.544 -0.240 -0.5 1.5 0.2 0.40
H -1.587 1.158 0.952 4.5 -0.5 0.5 0.38
```
Positions in Å, forces in eV/Å.

Calculated values
SMILES	[H]/N=C1/C=CN=CNN1
net charge	0
lowest unoccupied orbital energy	-0.0122	hartree
HOMO energy	-8.2	eV

***

(4)
Entry from OMol25: a single C4H13N3 molecule (wB97M-V/def2-TZVPD).

The geometry in XYZ format:
```
20
Properties=species:S:1:pos:R:3:forces:R:3:nbo_charge:R:1
N -1.431 2.093 0.636 -0.3 0.0 -0.8 -0.86
C -0.042 2.220 0.993 1.7 -0.4 1.6 -0.22
C 0.888 1.295 0.168 -2.4 1.1 -1.3 -0.22
N 0.203 -0.002 0.035 2.5 0.2 0.2 -0.65
C 0.964 -0.965 -0.835 -1.5 -0.2 2.0 -0.23
C 0.395 -2.335 -0.418 -0.6 0.4 0.0 -0.22
N -1.032 -2.370 -0.740 -0.2 -0.5 0.1 -0.87
H -2.011 2.895 0.829 0.2 0.1 0.1 0.37
H -1.791 1.295 1.140 -0.3 0.1 -0.1 0.37
H 0.423 3.223 0.939 -0.9 -0.2 -0.1 0.19
H 0.054 1.902 2.058 0.3 0.3 -0.4 0.16
H 1.898 1.376 0.556 0.1 -0.8 0.3 0.19
H 0.900 1.785 -0.831 0.4 -0.1 0.1 0.15
H -0.709 0.212 -0.342 0.0 -0.3 -0.3 0.38
H 2.005 -1.003 -0.519 0.1 0.5 -0.3 0.19
H 0.838 -0.696 -1.892 0.3 -0.4 0.0 0.18
H 0.302 -2.365 0.677 0.8 0.4 -0.2 0.20
H 1.100 -3.157 -0.657 -0.7 0.0 -0.7 0.16
H -1.419 -2.411 -1.670 0.7 -0.2 -0.2 0.36
H -1.535 -2.994 -0.128 -0.1 0.0 -0.2 0.36
```
Positions in Å, forces in eV/Å.

Calculated values
SMILES	NCCNCCN
net charge	0
lowest unoccupied orbital energy	0.0458	hartree
HOMO energy	-8.3	eV

***

(5)
Entry from OMol25: a gas-phase ion, C2H5N2O (charge +1) (wB97M-V/def2-TZVPD).

The geometry in XYZ format:
```
10
Properties=species:S:1:pos:R:3:forces:R:3:nbo_charge:R:1
H 2.740 0.048 0.252 -1.4 0.4 -0.3 0.41
N 1.688 0.064 0.130 2.4 -1.3 0.3 -0.53
C 1.060 1.053 0.508 -3.3 0.5 -0.7 0.05
C -0.508 0.836 0.425 -2.4 1.1 1.1 0.65
N -1.151 -0.494 -0.289 0.8 0.6 -2.7 -0.81
O -1.409 1.372 1.010 2.6 -0.5 -1.2 -0.41
H 1.191 2.087 0.817 0.9 -0.1 0.4 0.24
H -2.165 -0.257 -0.515 1.5 -0.5 1.0 0.47
H -0.979 -1.060 0.520 -0.7 -1.4 0.3 0.45
H -0.741 -0.968 -1.177 -0.3 1.1 2.0 0.47
```
Positions in Å, forces in eV/Å.

Calculated values
SMILES	[H]/N=C/C([NH3+])=O
net charge	+1
lowest unoccupied orbital energy	-0.1949	hartree
HOMO energy	-15.8	eV

***

(6)
Entry from OMol25: 8 unconnected molecules or ions with the total composition C4H22O8 (wB97M-V/def2-TZVPD).

The geometry in XYZ format:
```
34
Properties=species:S:1:pos:R:3:forces:R:3:nbo_charge:R:1
C 0.023 0.175 -2.935 0.0 -0.7 0.8 -0.61
C 0.005 0.578 -1.446 -0.4 2.7 -1.3 -0.34
C 0.084 -0.455 -0.350 1.5 0.1 0.3 -0.64
C -1.299 1.366 -1.238 -0.7 -0.8 0.0 0.48
O -1.499 2.320 -0.526 0.5 0.2 -0.2 -0.56
H 0.248 1.047 -3.570 -0.4 -0.4 0.2 0.23
H -0.953 -0.266 -3.115 -0.2 0.0 -0.7 0.20
H 0.767 -0.590 -3.150 0.1 0.1 0.1 0.23
H 0.774 1.371 -1.447 0.2 -0.5 1.1 0.22
H 0.008 0.104 0.638 -0.4 -1.1 -1.0 0.23
H 1.122 -0.852 -0.402 -0.7 -0.1 0.2 0.25
H -0.619 -1.296 -0.535 0.2 0.6 0.6 0.20
H -2.193 0.922 -1.721 0.1 0.0 -0.2 0.13
O 0.347 2.683 1.362 -0.3 0.1 0.2 -0.99
H -0.170 3.164 2.026 0.4 -0.1 -0.1 0.47
H -0.249 2.693 0.582 0.2 0.0 0.2 0.49
O 3.400 0.117 -0.194 -0.4 0.2 0.1 -0.96
H 3.188 -0.164 0.708 0.3 -0.3 0.2 0.49
H 2.827 0.890 -0.275 0.2 0.1 -0.2 0.46
O -2.601 -0.753 1.829 0.2 0.2 0.6 -0.94
H -2.251 -1.598 2.130 0.0 -0.1 -0.1 0.49
H -3.489 -0.702 2.197 0.0 0.0 0.2 0.49
O 2.498 -0.632 2.479 0.2 -0.3 -0.2 -0.96
H 1.766 -0.014 2.404 0.0 0.3 0.3 0.48
H 3.016 -0.341 3.238 -0.2 0.1 -0.1 0.49
O 0.236 0.920 4.093 -0.4 -1.0 0.1 -0.93
H -0.082 0.140 4.586 0.3 0.6 0.1 0.47
H -0.136 0.727 3.225 -0.1 0.5 -0.3 0.47
O 1.642 -2.993 -3.509 0.1 0.0 0.4 -0.93
H 0.810 -2.831 -3.055 -0.1 -0.1 -0.1 0.46
H 2.289 -2.955 -2.791 0.0 0.0 -0.3 0.47
O -3.585 -0.913 -0.625 1.9 0.3 1.5 -0.96
H -2.698 -1.207 -0.911 -0.8 -0.2 -0.7 0.44
H -3.226 -0.655 0.297 -1.3 -0.4 -1.6 0.48
```
Positions in Å, forces in eV/Å.

Calculated values
SMILES	CC(C)C=O.O.O.O.O.O.O.O
net charge	0
lowest unoccupied orbital energy	-0.0068	hartree
HOMO energy	-10.1	eV